[1]
C5H10O2 | ωB97M-V/def2-TZVPD

```
! RIJCOSX wB97M-V def2-TZVPD def2/J DEFGRID3
* xyz 0 1
C 0.53873 -0.23974 2.15194
C -0.00802 -0.87274 0.88166
O -1.41108 -0.92358 0.98546
C 0.40865 -0.11979 -0.36958
C -0.43845 -0.20920 -1.61530
C 0.00260 1.19814 -1.90575
O -0.09467 1.35769 -0.36265
H 0.19148 -0.79017 3.03071
H 1.63433 -0.23256 2.14745
H 0.17334 0.78879 2.23545
H 0.41585 -1.88652 0.74907
H -1.75024 -0.95186 0.07121
H 1.50719 -0.01955 -0.44363
H -0.41433 -1.02622 -2.32445
H -1.07392 0.82778 -0.53191
H -0.64582 1.88148 -2.45343
H 1.05517 1.45114 -2.09163
*
```

The energy relative to the best compared isomer or geometry (same formula, charge and spin) is 5.739 eV. The value obtained for the molar mass is 102.13 g mol⁻¹.

The molecule's natural (NBO) atomic charges, reported in e, are given here: atom 1 (C): -0.6209, atom 2 (C): 0.0567, atom 3 (O): -0.7254, atom 4 (C): 0.0649, atom 5 (C): -0.6694, atom 6 (C): -0.0781, atom 7 (O): -0.5669, atom 8 (H): 0.2255, atom 9 (H): 0.2082, atom 10 (H): 0.2190, atom 11 (H): 0.1717, atom 12 (H): 0.4883, atom 13 (H): 0.1878, atom 14 (H): 0.2135, atom 15 (H): 0.4630, atom 16 (H): 0.1940, atom 17 (H): 0.1680

***

[2]
C2H9N3O | ωB97M-V/def2-TZVPD

```
! RIJCOSX wB97M-V def2-TZVPD def2/J DEFGRID3
* xyz 0 1
N 1.90563 0.02709 -0.07842
C 3.24764 0.28562 0.12610
O 3.63394 0.57547 1.25414
H 1.45650 -0.28528 -0.96522
H 1.29585 0.20941 0.58754
H 3.99970 0.23910 -0.58382
N -0.72335 -0.44482 -0.73465
C -1.40844 0.05447 0.49642
N -2.90428 0.15029 0.39242
H -0.85371 -1.43645 -0.79650
H -0.74249 -0.03258 -1.66085
H -1.09884 -0.63507 1.32145
H -1.10265 1.12165 0.64543
H -3.25090 0.86431 -0.30918
H -3.45460 -0.69321 0.30512
*
```

The energy relative to the best compared isomer or geometry (same formula, charge and spin) is 1.541 eV. Its SMILES is NC=O.NCN. The value obtained for the molar mass is 91.11 g mol⁻¹.

The molecule's natural (NBO) atomic charges, reported in e, are given here: atom 1 (N): -0.8156, atom 2 (C): 0.5003, atom 3 (O): -0.6178, atom 4 (H): 0.4068, atom 5 (H): 0.3816, atom 6 (H): 0.1327, atom 7 (N): -0.9059, atom 8 (C): -0.0597, atom 9 (N): -0.8768, atom 10 (H): 0.3598, atom 11 (H): 0.3767, atom 12 (H): 0.1997, atom 13 (H): 0.1902, atom 14 (H): 0.3641, atom 15 (H): 0.3640

***

[3]
C9H27ClILuOP2S | ωB97M-V/def2-TZVPD

```
! RIJCOSX wB97M-V def2-TZVPD def2/J DEFGRID3
* xyz 2 1
C -1.34101 -0.00965 -4.12616
I -2.02562 -0.05943 -2.03731
H -0.24633 0.08557 -4.11466
H -1.81398 0.84901 -4.60242
H -1.65581 -0.93905 -4.59536
Lu 0.23980 0.00361 -0.19377
P 0.13159 2.87906 -0.39657
C -1.38622 3.90803 -0.30751
C 1.17526 3.78897 0.81731
H 1.33016 4.81899 0.46704
H 0.90624 4.59464 -1.94553
H 2.13882 3.27184 0.91344
H 1.80083 3.03617 -2.15351
H -1.87328 3.75938 0.66556
H 0.68830 3.81076 1.80340
C 0.81848 3.49787 -1.98390
H -1.12815 4.97318 -0.42441
H 0.14894 3.21451 -2.80864
H -2.08148 3.60398 -1.09846
P 0.08016 -2.84930 -0.00597
C -1.38081 -3.93502 0.23707
C 0.83476 -3.76747 -1.40608
H 2.11849 -2.93510 1.31673
H 1.27671 -4.52247 1.29430
H 0.67683 -3.19964 2.34184
C 1.14241 -3.43600 1.37428
H 1.82904 -3.35430 -1.62755
H 0.91359 -4.83236 -1.14595
H -1.06113 -4.98557 0.25811
H -2.08246 -3.78099 -0.59085
H 0.19821 -3.65830 -2.29787
H -1.88184 -3.68752 1.17967
Cl 2.63948 -0.03882 -0.40333
C -0.75751 1.55866 3.90301
S 0.65091 0.69200 3.21442
C 0.43165 -0.85419 4.11101
O 0.05932 0.27748 1.79283
H -0.44430 2.04866 4.84334
H -1.55416 0.82383 4.10668
H -1.09056 2.31996 3.18649
H -0.54426 -1.28796 3.83098
H 1.25071 -1.51970 3.81118
H 0.49711 -0.63384 5.18313
*
```

The electronic energy comes out at -3508.25530 hartree. The value obtained for the molar mass is 582.65 g mol⁻¹.

The molecule's natural (NBO) atomic charges, reported in e, are given here: atom 1 (C): -0.6337, atom 2 (I): 0.1851, atom 3 (H): 0.2398, atom 4 (H): 0.2553, atom 5 (H): 0.2553, atom 6 (Lu): 1.5504, atom 7 (P): 0.7501, atom 8 (C): -0.9187, atom 9 (C): -0.9195, atom 10 (H): 0.2605, atom 11 (H): 0.2571, atom 12 (H): 0.2563, atom 13 (H): 0.2584, atom 14 (H): 0.2385, atom 15 (H): 0.2308, atom 16 (C): -0.9214, atom 17 (H): 0.2581, atom 18 (H): 0.2406, atom 19 (H): 0.2482, atom 20 (P): 0.7405, atom 21 (C): -0.9128, atom 22 (C): -0.9159, atom 23 (H): 0.2564, atom 24 (H): 0.2596, atom 25 (H): 0.2287, atom 26 (C): -0.9212, atom 27 (H): 0.2585, atom 28 (H): 0.2561, atom 29 (H): 0.2569, atom 30 (H): 0.2495, atom 31 (H): 0.2454, atom 32 (H): 0.2443, atom 33 (Cl): -0.5425, atom 34 (C): -0.8025, atom 35 (S): 1.2734, atom 36 (C): -0.7915, atom 37 (O): -1.0782, atom 38 (H): 0.2795, atom 39 (H): 0.2598, atom 40 (H): 0.2638, atom 41 (H): 0.2577, atom 42 (H): 0.2667, atom 43 (H): 0.2767

***

[4]
C5H4NO2S | ωB97M-V/def2-TZVPD

```
! RIJCOSX wB97M-V def2-TZVPD def2/J DEFGRID3
* xyz -1 1
C 1.16771 0.70588 -0.10221
C 0.69504 -0.53372 0.29524
C 0.60895 1.27316 -1.23343
C -0.28586 -1.09256 -0.45287
C -0.35150 0.63778 -2.07589
N -0.77096 -0.54552 -1.68369
O -1.64530 -1.21420 -2.29921
O -2.15706 1.41445 1.02865
S -2.42916 2.72164 0.27759
H 1.88933 1.15283 0.45300
H 1.19831 -1.30820 0.95917
H 1.06772 2.15611 -1.64365
H -0.67818 -2.11220 -0.31173
*
```

The energy relative to the best compared isomer or geometry (same formula, charge and spin) is 5.786 eV. The value obtained for the molar mass is 142.16 g mol⁻¹.

The molecule's natural (NBO) atomic charges, reported in e, are given here: atom 1 (C): -0.2819, atom 2 (C): -0.2900, atom 3 (C): -0.3007, atom 4 (C): -0.0603, atom 5 (C): -0.2001, atom 6 (N): 0.0311, atom 7 (O): -0.6235, atom 8 (O): -0.6458, atom 9 (S): 0.6181, atom 10 (H): 0.1815, atom 11 (H): 0.1996, atom 12 (H): 0.1799, atom 13 (H): 0.1921

***

[5]
C28H32CdN3O2 | ωB97M-V/def2-TZVPD

```
! RIJCOSX wB97M-V def2-TZVPD def2/J DEFGRID3
* xyz -1 1
Cd -0.16245 0.22297 0.50034
O -2.10675 -0.44271 -0.41466
C -2.72707 -1.54187 -0.21157
C -4.15541 -1.55329 -0.23589
C -4.88443 -2.69662 -0.04420
C -4.25997 -3.93263 0.17167
C -2.88560 -3.96386 0.18898
C -2.10213 -2.81225 0.02001
C -0.66832 -3.00012 0.04400
N 0.20044 -2.07438 0.09629
C 1.60946 -2.37086 0.02710
C 2.21498 -1.51169 -1.08242
N 1.83492 -0.12821 -0.88239
C 2.70155 0.77794 -1.11872
C 2.52540 2.20419 -0.98247
C 3.67121 2.99186 -1.18934
C 3.65852 4.36009 -1.07333
C 2.44372 4.97848 -0.73844
C 1.30323 4.25089 -0.53790
C 1.27508 2.82546 -0.65109
O 0.17864 2.20181 -0.47498
H -4.63938 -0.60050 -0.40769
H -5.96794 -2.64126 -0.06357
H -4.84134 -4.83308 0.31630
H -2.37070 -4.90709 0.34544
H -0.33113 -4.04930 0.00396
H 1.79894 -3.43870 -0.16216
H 2.07084 -2.09523 0.98209
H 1.80693 -1.85174 -2.04092
H 3.30756 -1.63403 -1.11122
H 3.70850 0.47750 -1.45425
H 4.59516 2.48075 -1.44321
H 4.55474 4.94294 -1.23173
H 2.40560 6.05742 -0.63140
H 0.36985 4.73138 -0.27677
C 4.66588 1.18531 2.10244
C 3.53786 0.68081 2.96503
C 3.78716 0.13964 4.22902
C 2.71648 -0.29347 4.99849
C 2.95194 -0.90524 6.35658
C 1.41388 -0.19044 4.52660
C 1.11468 0.35398 3.25607
C 2.24174 0.77772 2.50586
N -0.10435 0.45707 2.67904
C -1.36673 0.40027 3.41080
C -1.34175 1.10891 4.77830
C -2.40061 1.15741 2.56786
C -1.83980 -1.05281 3.57993
H 5.62857 1.07117 2.60326
H 4.52920 2.23927 1.85367
H 4.71239 0.64050 1.15606
H 4.80191 0.06056 4.60307
H 4.01420 -0.92720 6.60135
H 2.57722 -1.92978 6.39442
H 2.43684 -0.34201 7.13658
H 0.62712 -0.60043 5.14421
H 2.07314 1.26258 1.54898
H -0.78410 2.04412 4.71413
H -0.91531 0.51069 5.57765
H -2.36786 1.34118 5.07193
H -2.10772 2.20390 2.46932
H -3.38782 1.10864 3.03601
H -2.50431 0.73216 1.56675
H -1.10225 -1.62757 4.14475
H -1.96427 -1.52691 2.60376
H -2.79659 -1.10573 4.10611
*
```

The energy relative to the best compared isomer or geometry (same formula, charge and spin) is 0.000 eV. The value obtained for the molar mass is 555.00 g mol⁻¹.

The molecule's natural (NBO) atomic charges, reported in e, are given here: atom 1 (Cd): 1.7231, atom 2 (O): -0.8338, atom 3 (C): 0.4156, atom 4 (C): -0.2651, atom 5 (C): -0.1945, atom 6 (C): -0.3223, atom 7 (C): -0.1385, atom 8 (C): -0.2676, atom 9 (C): 0.1674, atom 10 (N): -0.5463, atom 11 (C): -0.2402, atom 12 (C): -0.2319, atom 13 (N): -0.5477, atom 14 (C): 0.1667, atom 15 (C): -0.2765, atom 16 (C): -0.1360, atom 17 (C): -0.3250, atom 18 (C): -0.1933, atom 19 (C): -0.2605, atom 20 (C): 0.4219, atom 21 (O): -0.8215, atom 22 (H): 0.2049, atom 23 (H): 0.1960, atom 24 (H): 0.1988, atom 25 (H): 0.1911, atom 26 (H): 0.1396, atom 27 (H): 0.1698, atom 28 (H): 0.2141, atom 29 (H): 0.1917, atom 30 (H): 0.1730, atom 31 (H): 0.1394, atom 32 (H): 0.1916, atom 33 (H): 0.1990, atom 34 (H): 0.1956, atom 35 (H): 0.2042, atom 36 (C): -0.6277, atom 37 (C): 0.0022, atom 38 (C): -0.3246, atom 39 (C): 0.0062, atom 40 (C): -0.6252, atom 41 (C): -0.3028, atom 42 (C): 0.1917, atom 43 (C): -0.2628, atom 44 (N): -0.8593, atom 45 (C): 0.1081, atom 46 (C): -0.6208, atom 47 (C): -0.6133, atom 48 (C): -0.6198, atom 49 (H): 0.1988, atom 50 (H): 0.2225, atom 51 (H): 0.2049, atom 52 (H): 0.1861, atom 53 (H): 0.2011, atom 54 (H): 0.2059, atom 55 (H): 0.2064, atom 56 (H): 0.1843, atom 57 (H): 0.1906, atom 58 (H): 0.2158, atom 59 (H): 0.1997, atom 60 (H): 0.1963, atom 61 (H): 0.2118, atom 62 (H): 0.1918, atom 63 (H): 0.2225, atom 64 (H): 0.2001, atom 65 (H): 0.2144, atom 66 (H): 0.1923

***

[6]
C5H13N2 | ωB97M-V/def2-TZVPD

```
! RIJCOSX wB97M-V def2-TZVPD def2/J DEFGRID3
* xyz 1 1
C -0.39957 -1.18814 0.46169
N -2.97166 -1.28466 -1.69762
C 0.82992 -0.63351 0.04799
N 0.42242 0.49065 -0.88671
C 0.42429 1.72760 -0.06942
C 1.68764 1.54631 0.76366
C 1.61639 0.08119 1.21000
H -0.71212 -2.17658 0.13084
H -0.89622 -0.77521 1.34044
H -2.20768 -1.21797 -1.04440
H -3.81032 -1.52388 -1.18601
H 1.50652 -1.32682 -0.44139
H -0.52374 0.29281 -1.24473
H -2.78322 -2.00962 -2.37829
H -0.48699 1.85819 0.52225
H 0.47347 2.57251 -0.76021
H 2.52641 1.72591 0.10009
H 1.71877 2.22757 1.60729
H 2.57987 -0.36886 1.41058
H 1.00582 -0.01747 2.11395
*
```

The energy relative to the best compared isomer or geometry (same formula, charge and spin) is 4.689 eV. The value obtained for the molar mass is 101.17 g mol⁻¹.

The molecule's natural (NBO) atomic charges, reported in e, are given here: atom 1 (C): 0.1190, atom 2 (N): -1.0475, atom 3 (C): -0.2332, atom 4 (N): -0.3871, atom 5 (C): -0.2564, atom 6 (C): -0.4203, atom 7 (C): -0.3654, atom 8 (H): 0.2352, atom 9 (H): 0.2249, atom 10 (H): 0.3065, atom 11 (H): 0.3801, atom 12 (H): 0.2472, atom 13 (H): 0.3956, atom 14 (H): 0.3785, atom 15 (H): 0.2084, atom 16 (H): 0.2577, atom 17 (H): 0.2344, atom 18 (H): 0.2532, atom 19 (H): 0.2573, atom 20 (H): 0.2120

***

[7]
C3H4Ag5Br2O3 | ωB97M-V/def2-TZVPD

```
! RIJCOSX wB97M-V def2-TZVPD def2/J DEFGRID3
* xyz 3 1
Ag -2.77448 -3.27188 -1.77689
Ag -6.63940 -3.65617 1.48263
Ag -6.34756 1.57391 -4.39273
Ag -9.36664 -1.57876 -1.64827
Ag -6.53263 -3.49369 -4.52093
C -5.55394 -0.63097 -1.54803
O -6.59294 0.06793 -1.56562
O -5.15767 -1.26494 -0.58058
O -5.04581 -0.96600 -2.67400
Br -6.30265 3.74873 3.74883
C -7.14213 2.17538 2.77793
C -7.41959 1.21466 3.93660
Br -8.71316 -0.19056 3.42127
H -6.43355 1.81477 2.03230
H -8.07229 2.54801 2.34892
H -7.80836 1.78307 4.78151
H -6.46875 0.74102 4.18086
*
```

The energy relative to the best compared isomer or geometry (same formula, charge and spin) is 3.968 eV. The value obtained for the molar mass is 787.21 g mol⁻¹.

The molecule's natural (NBO) atomic charges, reported in e, are given here: atom 1 (Ag): 0.9678, atom 2 (Ag): 0.9585, atom 3 (Ag): 0.9752, atom 4 (Ag): 0.9470, atom 5 (Ag): 0.9367, atom 6 (C): 0.9045, atom 7 (O): -0.9011, atom 8 (O): -0.8453, atom 9 (O): -0.9679, atom 10 (Br): 0.0103, atom 11 (C): -0.4177, atom 12 (C): -0.4283, atom 13 (Br): -0.0762, atom 14 (H): 0.2252, atom 15 (H): 0.2254, atom 16 (H): 0.2569, atom 17 (H): 0.2290

***

[8]
C4H7OP | ωB97M-V/def2-TZVPD

```
! RIJCOSX wB97M-V def2-TZVPD def2/J DEFGRID3
* xyz 0 1
C -2.73298 -0.46782 -0.10269
C -1.67447 -0.98192 0.24818
C -0.35507 -1.53709 0.30067
P 1.10816 -0.43955 -0.47225
C 1.05907 1.24535 0.26590
O 2.45684 -1.01443 -0.54980
H -3.66366 -0.01514 -0.35254
H 0.03861 -1.94655 1.31274
H -0.19284 -2.28461 -0.40762
H 0.46049 -0.32147 -1.65551
H 1.43983 1.00262 1.35287
H -0.00288 1.71545 0.20843
H 1.70221 1.94509 -0.21000
*
```

The energy relative to the best compared isomer or geometry (same formula, charge and spin) is 1.746 eV. Its SMILES is C#CC[P@@H](C)=O. The value obtained for the molar mass is 102.07 g mol⁻¹.

The molecule's natural (NBO) atomic charges, reported in e, are given here: atom 1 (C): -0.2344, atom 2 (C): -0.0154, atom 3 (C): -0.7848, atom 4 (P): 1.7262, atom 5 (C): -1.0049, atom 6 (O): -1.0633, atom 7 (H): 0.2427, atom 8 (H): 0.2590, atom 9 (H): 0.2505, atom 10 (H): -0.1332, atom 11 (H): 0.2496, atom 12 (H): 0.2560, atom 13 (H): 0.2521

***

Copy entry 8 word for word.
C4H7OP | ωB97M-V/def2-TZVPD

```
! RIJCOSX wB97M-V def2-TZVPD def2/J DEFGRID3
* xyz 0 1
C -2.73298 -0.46782 -0.10269
C -1.67447 -0.98192 0.24818
C -0.35507 -1.53709 0.30067
P 1.10816 -0.43955 -0.47225
C 1.05907 1.24535 0.26590
O 2.45684 -1.01443 -0.54980
H -3.66366 -0.01514 -0.35254
H 0.03861 -1.94655 1.31274
H -0.19284 -2.28461 -0.40762
H 0.46049 -0.32147 -1.65551
H 1.43983 1.00262 1.35287
H -0.00288 1.71545 0.20843
H 1.70221 1.94509 -0.21000
*
```

The energy relative to the best compared isomer or geometry (same formula, charge and spin) is 1.746 eV. Its SMILES is C#CC[P@@H](C)=O. The value obtained for the molar mass is 102.07 g mol⁻¹.

The molecule's natural (NBO) atomic charges, reported in e, are given here: atom 1 (C): -0.2344, atom 2 (C): -0.0154, atom 3 (C): -0.7848, atom 4 (P): 1.7262, atom 5 (C): -1.0049, atom 6 (O): -1.0633, atom 7 (H): 0.2427, atom 8 (H): 0.2590, atom 9 (H): 0.2505, atom 10 (H): -0.1332, atom 11 (H): 0.2496, atom 12 (H): 0.2560, atom 13 (H): 0.2521